{
  "formula": "C46H57ClF40N2O9P",
  "method": "ωB97M-V/def2-TZVPD",
  "elements": ["C", "C", "C", "C", "C", "C", "C", "C", "C", "C", "C", "C", "O", "C", "N", "N", "C", "C", "C", "C", "O", "C", "C", "O", "C", "Cl", "C", "P", "O", "H", "H", "H", "H", "H", "H", "H", "H", "H", "H", "H", "H", "H", "H", "H", "H", "H", "H", "H", "H", "H", "H", "H", "H", "H", "H", "H", "H", "H", "H", "H", "H", "H", "H", "H", "H", "H", "C", "C", "C", "F", "F", "F", "F", "O", "C", "C", "F", "F", "F", "F", "H", "H", "H", "H", "C", "C", "C", "F", "F", "F", "F", "O", "C", "C", "F", "F", "F", "F", "H", "H", "H", "H", "C", "C", "C", "F", "F", "F", "F", "O", "C", "C", "F", "F", "F", "F", "H", "H", "H", "H", "C", "C", "C", "F", "F", "F", "F", "O", "C", "C", "F", "F", "F", "F", "H", "H", "H", "H", "C", "C", "C", "F", "F", "F", "F", "O", "C", "C", "F", "F", "F", "F", "H", "H", "H", "H"],
  "coordinates": [[8.073, -0.524, -2.255], [8.839, 0.833, -2.394], [8.765, 1.446, -3.829], [7.837, 2.731, -3.913], [6.618, 2.350, -4.800], [5.642, 3.547, -5.134], [4.206, 3.042, -5.013], [3.610, 2.846, -3.714], [4.466, 3.225, -2.488], [4.590, 4.793, -2.361], [4.168, 5.373, -0.970], [2.922, 6.300, -1.233], [1.767, 5.439, -1.183], [1.319, 5.422, 0.178], [2.420, 2.388, -3.412], [1.739, 2.091, -4.506], [0.369, 1.507, -4.246], [0.138, 1.191, -2.737], [-1.114, 0.221, -2.684], [-2.467, 0.958, -2.446], [-3.333, 0.073, -1.687], [-4.146, -0.722, -2.456], [-3.781, -1.271, -3.848], [-5.181, -1.040, -1.992], [2.109, 2.244, -5.756], [0.990, 1.818, -7.037], [3.380, 2.739, -6.141], [3.912, 2.967, -7.898], [4.022, 1.681, -8.621], [7.067, -0.447, -2.715], [8.612, -1.342, -2.766], [7.928, -0.821, -1.200], [9.897, 0.600, -2.151], [8.483, 1.518, -1.601], [8.409, 0.653, -4.515], [9.789, 1.773, -4.092], [8.403, 3.557, -4.376], [7.500, 2.934, -2.882], [6.897, 1.854, -5.745], [6.022, 1.601, -4.229], [5.843, 4.479, -4.584], [5.798, 3.784, -6.203], [3.974, 2.881, -1.556], [5.451, 2.730, -2.497], [5.672, 5.019, -2.488], [4.098, 5.301, -3.217], [4.978, 6.069, -0.665], [3.969, 4.619, -0.194], [2.987, 6.775, -2.231], [2.880, 7.131, -0.498], [0.646, 4.548, 0.279], [2.136, 5.281, 0.912], [0.776, 6.354, 0.424], [0.365, 0.525, -4.756], [-0.431, 2.177, -4.598], [0.965, 0.599, -2.304], [-0.105, 2.085, -2.140], [-1.212, -0.313, -3.655], [-0.971, -0.583, -1.937], [-2.973, 1.253, -3.387], [-2.343, 1.855, -1.811], [-4.644, -1.781, -4.302], [-3.490, -0.452, -4.534], [-2.909, -1.951, -3.759], [2.912, 3.801, -8.485], [5.121, 3.714, -7.991], [0.476, 9.839, -5.970], [1.853, 10.496, -5.758], [2.920, 10.172, -6.803], [3.212, 8.852, -6.833], [4.069, 10.821, -6.502], [2.297, 10.204, -4.513], [1.655, 11.841, -5.785], [0.207, 8.666, -5.205], [0.625, 7.447, -5.707], [1.644, 6.776, -4.789], [2.750, 7.532, -4.648], [2.047, 5.580, -5.312], [1.080, 7.583, -6.967], [-0.476, 6.663, -5.781], [-0.257, 10.562, -5.611], [0.240, 9.702, -7.025], [2.604, 10.489, -7.801], [1.221, 6.599, -3.797], [-5.924, -0.779, 1.243], [-5.213, -2.097, 1.603], [-6.125, -3.267, 1.978], [-6.858, -3.002, 3.078], [-5.387, -4.370, 2.265], [-4.307, -1.858, 2.583], [-4.496, -2.471, 0.509], [-5.992, 0.204, 2.274], [-7.043, 0.139, 3.180], [-6.555, -0.086, 4.611], [-5.882, -1.252, 4.717], [-7.607, -0.152, 5.460], [-7.943, -0.784, 2.791], [-7.673, 1.334, 3.117], [-5.312, -0.312, 0.471], [-6.892, -0.942, 0.768], [-6.799, -3.522, 1.156], [-5.893, 0.723, 4.928], [-2.821, -4.008, 4.640], [-2.108, -5.249, 4.065], [-1.838, -6.381, 5.055], [-1.018, -5.994, 6.054], [-1.221, -7.411, 4.420], [-0.965, -4.862, 3.450], [-2.910, -5.748, 3.085], [-1.991, -2.897, 4.971], [-1.396, -2.868, 6.224], [0.129, -2.881, 6.127], [0.567, -4.005, 5.511], [0.686, -2.859, 7.357], [-1.872, -3.858, 6.999], [-1.784, -1.710, 6.805], [-3.461, -3.630, 3.844], [-3.509, -4.259, 5.449], [-2.769, -6.760, 5.486], [0.493, -2.019, 5.564], [-9.743, -4.852, 4.887], [-11.093, -5.320, 5.460], [-11.308, -5.085, 6.954], [-10.411, -5.757, 7.704], [-12.536, -5.529, 7.317], [-11.279, -6.622, 5.148], [-12.062, -4.628, 4.796], [-8.742, -5.849, 4.715], [-7.928, -6.157, 5.797], [-8.084, -7.612, 6.237], [-9.350, -7.867, 6.623], [-7.281, -7.869, 7.296], [-8.135, -5.289, 6.804], [-6.653, -5.960, 5.381], [-9.950, -4.510, 3.873], [-9.356, -3.972, 5.404], [-11.248, -4.020, 7.198], [-7.827, -8.294, 5.423], [4.233, -6.756, 5.147], [4.313, -5.267, 5.530], [3.438, -4.319, 4.714], [3.777, -4.314, 3.405], [3.589, -3.042, 5.157], [5.606, -4.870, 5.503], [3.913, -5.171, 6.829], [5.272, -7.257, 4.315], [5.134, -7.123, 2.940], [6.240, -6.258, 2.336], [6.216, -5.010, 2.850], [6.068, -6.144, 0.997], [3.903, -6.675, 2.631], [5.226, -8.369, 2.425], [4.352, -7.309, 6.080], [3.245, -7.037, 4.780], [2.383, -4.578, 4.802], [7.223, -6.692, 2.530]],
  "lumo_ev": -4.486,
  "homo_lumo_gap_ev": 7.957,
  "total_energy_ev": -200535.8871,
  "charge": 1,
  "fmax_ha_per_bohr": 0.063,
  "homo_energy_ev": -12.443
}


{
  "formula": "C46H57N8ReS",
  "method": "ωB97M-V/def2-TZVPD",
  "elements": ["Re", "C", "C", "C", "C", "C", "C", "C", "C", "C", "C", "C", "C", "C", "C", "C", "C", "N", "C", "C", "C", "N", "C", "C", "C", "N", "C", "C", "C", "C", "C", "C", "C", "C", "C", "C", "C", "C", "N", "C", "C", "H", "H", "H", "H", "H", "H", "H", "H", "H", "H", "H", "H", "H", "H", "H", "H", "H", "H", "H", "H", "H", "H", "H", "H", "H", "H", "H", "H", "H", "H", "H", "H", "H", "H", "H", "H", "H", "H", "H", "H", "H", "H", "H", "H", "C", "C", "N", "C", "S", "N", "N", "C", "C", "C", "C", "C", "C", "C", "N", "H", "H", "H", "H", "H", "H", "H", "H", "H", "H", "H", "H", "H"],
  "coordinates": [[-0.267, -0.119, 0.163], [-1.801, -3.554, -4.701], [-2.902, -3.340, -3.656], [-2.633, -2.123, -2.830], [-3.106, -0.863, -3.009], [-4.123, -0.390, -3.997], [-5.520, -0.258, -3.384], [-2.478, -0.032, -2.009], [-2.624, 1.327, -1.917], [-1.997, 2.166, -1.005], [-2.083, 3.599, -1.007], [-2.882, 4.427, -1.965], [-2.029, 4.998, -3.101], [-1.271, 4.044, -0.005], [-0.728, 2.882, 0.635], [0.031, 2.892, 1.787], [0.437, 1.783, 2.504], [0.292, 0.485, 2.068], [0.648, -0.314, 3.122], [0.623, -1.700, 3.105], [0.239, -2.502, 2.062], [-0.233, -2.050, 0.836], [-0.461, -3.176, 0.073], [-1.117, -3.175, -1.140], [-1.731, -2.078, -1.707], [-1.624, -0.796, -1.235], [-0.077, -4.350, 0.809], [0.333, -3.936, 2.040], [0.761, -4.784, 3.196], [-0.387, -5.053, 4.173], [-0.083, -5.741, 0.259], [1.163, -6.022, -0.585], [1.086, 0.493, 4.224], [0.967, 1.796, 3.836], [1.325, 3.029, 4.605], [2.674, 3.609, 4.174], [1.536, -0.040, 5.548], [0.361, -0.432, 6.448], [-1.176, 1.742, -0.001], [-0.941, 5.455, 0.361], [0.487, 5.842, -0.034], [-1.957, -4.482, -5.250], [-0.816, -3.589, -4.232], [-1.788, -2.731, -5.417], [-2.982, -4.218, -3.012], [-3.869, -3.238, -4.148], [-4.153, -1.087, -4.836], [-3.811, 0.571, -4.416], [-5.843, -1.208, -2.956], [-6.248, 0.040, -4.138], [-5.531, 0.486, -2.586], [-3.285, 1.791, -2.636], [-3.366, 5.239, -1.419], [-3.691, 3.829, -2.387], [-1.146, 5.506, -2.713], [-2.597, 5.712, -3.696], [-1.689, 4.203, -3.767], [0.249, 3.862, 2.217], [0.960, -2.201, 4.003], [-1.247, -4.127, -1.635], [1.588, -4.301, 3.723], [1.153, -5.729, 2.819], [-0.789, -4.120, 4.573], [-0.051, -5.665, 5.009], [-1.203, -5.576, 3.674], [-0.979, -5.898, -0.345], [-0.144, -6.454, 1.082], [1.244, -5.315, -1.412], [1.134, -7.029, -0.999], [2.067, -5.929, 0.019], [1.351, 2.793, 5.670], [0.542, 3.781, 4.482], [3.468, 2.872, 4.303], [2.928, 4.491, 4.761], [2.658, 3.897, 3.120], [2.145, 0.715, 6.048], [2.192, -0.901, 5.395], [-0.258, 0.437, 6.674], [0.713, -0.853, 7.390], [-0.278, -1.172, 5.963], [-1.079, 5.603, 1.436], [-1.649, 6.124, -0.131], [1.221, 5.210, 0.471], [0.695, 6.879, 0.226], [0.640, 5.719, -1.107], [1.167, -0.612, -5.850], [0.056, 0.140, -5.135], [0.505, 1.000, -4.048], [0.834, 0.583, -2.800], [1.125, -1.062, -2.413], [0.897, 1.576, -1.905], [1.271, 1.055, -0.678], [2.379, 1.420, -0.139], [3.180, 2.536, -0.727], [3.005, 0.612, 0.942], [3.960, 1.155, 1.792], [4.654, 0.306, 2.642], [4.397, -1.052, 2.585], [3.419, -1.499, 1.706], [2.725, -0.691, 0.917], [0.737, -1.203, -6.662], [1.889, 0.082, -6.280], [1.690, -1.282, -5.172], [-0.427, 0.807, -5.852], [-0.708, -0.558, -4.770], [0.204, 1.962, -4.066], [2.606, 3.055, -1.487], [3.464, 3.236, 0.060], [4.099, 2.149, -1.170], [4.161, 2.216, 1.799], [5.398, 0.703, 3.320], [4.943, -1.756, 3.197], [3.184, -2.555, 1.632]],
  "multiplicity": 4,
  "lumo_ev": [-3.729, -3.983],
  "homo_lumo_gap_ev": [5.751, 5.468],
  "total_energy_ev": -73510.5244,
  "charge": 1,
  "fmax_ha_per_bohr": 0.020,
  "homo_energy_ev": [-9.480, -9.451]
}


{
  "formula": "C46H60MoN4O5PS4Sb",
  "method": "ωB97M-V/def2-TZVPD",
  "elements": ["Mo", "S", "Sb", "S", "S", "S", "C", "C", "C", "O", "C", "C", "O", "C", "O", "C", "C", "C", "C", "C", "C", "C", "C", "C", "C", "C", "C", "C", "O", "C", "C", "C", "C", "C", "C", "C", "C", "C", "C", "C", "C", "H", "H", "H", "H", "H", "H", "H", "H", "H", "H", "H", "H", "H", "H", "H", "H", "H", "H", "H", "H", "H", "H", "H", "H", "H", "H", "H", "H", "O", "H", "H", "N", "P", "N", "C", "C", "C", "C", "C", "N", "C", "C", "C", "C", "C", "N", "C", "C", "C", "C", "C", "H", "H", "H", "H", "H", "H", "H", "H", "H", "H", "H", "H", "H", "H", "H", "H", "H", "H", "H", "H", "H", "H", "H", "H", "H", "H", "H", "H", "H", "H"],
  "coordinates": [[-0.041, -0.100, 0.588], [5.003, 2.720, 0.954], [3.690, 2.827, -0.952], [1.978, 0.987, 0.060], [0.969, 0.439, -1.605], [2.713, 4.891, -0.577], [3.242, -3.102, 4.840], [2.183, -3.875, 4.048], [2.165, -5.352, 4.445], [2.386, -3.781, 2.655], [1.608, -2.715, 2.174], [0.406, -2.686, 3.139], [0.902, -3.302, 4.302], [-0.215, -1.279, 3.460], [-0.370, -0.589, 2.286], [0.699, -0.479, 4.399], [0.451, -0.409, 5.764], [1.263, 0.353, 6.585], [2.338, 1.054, 6.066], [2.604, 0.979, 4.710], [1.787, 0.223, 3.884], [-1.592, -1.511, 4.087], [-2.650, -0.697, 3.701], [-3.909, -0.914, 4.234], [-4.120, -1.933, 5.147], [-3.065, -2.740, 5.538], [-1.803, -2.530, 5.010], [1.246, -2.888, 0.666], [0.643, -1.702, 0.302], [2.530, -3.044, -0.152], [2.716, -4.095, -1.038], [3.896, -4.204, -1.754], [4.890, -3.250, -1.620], [4.689, -2.173, -0.776], [3.520, -2.074, -0.046], [0.299, -4.055, 0.447], [0.567, -5.310, 0.983], [-0.304, -6.360, 0.762], [-1.454, -6.172, 0.012], [-1.711, -4.932, -0.548], [-0.832, -3.882, -0.340], [4.220, -3.542, 4.674], [2.992, -3.160, 5.894], [3.259, -2.057, 4.543], [3.066, -5.829, 4.071], [1.288, -5.840, 4.023], [2.132, -5.436, 5.527], [2.179, -1.779, 2.265], [-0.413, -3.305, 2.723], [-0.374, -0.953, 6.195], [1.040, 0.397, 7.640], [2.967, 1.644, 6.714], [3.445, 1.502, 4.281], [2.010, 0.204, 2.821], [-2.477, 0.095, 2.979], [-4.740, -0.295, 3.937], [-5.107, -2.092, 5.553], [-3.216, -3.539, 6.249], [-0.980, -3.154, 5.322], [1.944, -4.835, -1.175], [4.027, -5.037, -2.429], [5.808, -3.337, -2.183], [5.437, -1.400, -0.685], [3.387, -1.225, 0.608], [1.466, -5.454, 1.559], [-0.080, -7.333, 1.174], [-2.140, -6.990, -0.154], [-2.591, -4.780, -1.158], [-1.000, -2.922, -0.821], [-2.727, -1.486, 0.596], [-2.597, -2.353, 0.992], [-3.144, -1.616, -0.263], [-1.073, 1.364, 0.599], [-1.756, 2.752, 0.948], [-1.698, 3.877, -0.288], [-0.447, 3.901, -1.028], [-0.625, 3.303, -2.419], [-1.712, 4.070, -3.164], [-3.012, 4.000, -2.365], [-2.775, 4.566, -0.962], [-3.339, 2.508, 1.434], [-4.178, 1.799, 0.483], [-5.323, 1.065, 1.180], [-6.098, 2.026, 2.077], [-5.135, 2.663, 3.072], [-4.044, 3.417, 2.315], [-0.984, 3.470, 2.243], [0.121, 2.817, 2.933], [1.336, 3.734, 3.032], [1.001, 4.967, 3.879], [-0.475, 5.339, 3.699], [-0.929, 4.932, 2.301], [0.292, 3.327, -0.455], [-0.088, 4.934, -1.109], [-0.907, 2.248, -2.324], [0.321, 3.350, -2.959], [-1.858, 3.653, -4.162], [-1.404, 5.113, -3.274], [-3.322, 2.953, -2.287], [-3.803, 4.566, -2.864], [-3.683, 4.504, -0.359], [-2.499, 5.628, -1.042], [-3.530, 1.081, -0.032], [-4.604, 2.485, -0.261], [-4.916, 0.244, 1.770], [-5.986, 0.640, 0.422], [-6.897, 1.499, 2.600], [-6.566, 2.803, 1.466], [-4.666, 1.891, 3.684], [-5.655, 3.357, 3.735], [-3.313, 3.822, 3.016], [-4.502, 4.251, 1.758], [0.370, 1.899, 2.382], [-0.191, 2.519, 3.945], [1.660, 4.031, 2.031], [2.164, 3.190, 3.482], [1.632, 5.798, 3.565], [1.202, 4.770, 4.934], [-0.625, 6.411, 3.842], [-1.092, 4.819, 4.437], [-0.231, 5.344, 1.562], [-1.924, 5.326, 2.082]],
  "lumo_ev": -2.427,
  "homo_lumo_gap_ev": 3.760,
  "total_energy_ev": -125898.4797,
  "fmax_ha_per_bohr": 0.086,
  "homo_energy_ev": -6.187
}